Record 1
Computed, not measured: a molecular structure, C18H37BF4LaN3O6P at a distorted geometry, with the ωB97M-V functional and the def2-TZVPD basis.

Summary:
frontier orbital gap	9.45	eV
ΔE to the lowest compared entry with this formula, charge and spin	135.1	kJ/mol
calculated total energy	-2120.41648	a.u.
lowest unoccupied orbital energy	-7.57	eV

```
! wB97M-V def2-TZVPD RIJCOSX def2/J DEFGRID3
* xyz 3 1
La -0.84 -0.22 0.44
C 0.14 -3.28 -0.90
C -0.41 -3.69 0.46
O -0.29 -2.53 1.30
C -0.73 -2.72 2.65
C -2.23 -2.45 2.77
O -2.53 -1.25 2.04
C -3.44 -0.31 2.65
C -2.72 1.03 2.78
O -2.19 1.45 1.50
C -2.98 2.39 0.77
C -2.10 2.85 -0.40
O -1.51 1.74 -1.10
C -2.17 1.32 -2.31
C -3.31 0.34 -2.04
O -2.89 -0.66 -1.09
C -2.99 -2.02 -1.54
C -1.72 -2.44 -2.25
O -0.56 -2.14 -1.43
H 0.11 -4.12 -1.60
H 1.18 -2.97 -0.78
H 0.18 -4.51 0.87
H -1.45 -4.02 0.38
H -0.17 -2.00 3.25
H -0.51 -3.73 3.00
H -2.50 -2.35 3.83
H -2.81 -3.28 2.35
H -3.76 -0.64 3.63
H -4.32 -0.22 2.00
H -1.85 0.90 3.42
H -3.37 1.79 3.21
H -3.21 3.26 1.39
H -3.91 1.94 0.42
H -1.26 3.42 0.01
H -2.67 3.49 -1.07
H -1.40 0.85 -2.91
H -2.56 2.19 -2.85
H -3.60 -0.11 -2.99
H -4.18 0.86 -1.63
H -3.85 -2.14 -2.20
H -3.16 -2.62 -0.65
H -1.60 -1.88 -3.18
H -1.76 -3.50 -2.50
C 4.10 1.99 -2.23
N 3.60 2.36 -0.83
C 4.45 1.61 0.20
N 4.42 0.21 -0.06
C 4.90 -0.08 -1.41
N 4.06 0.58 -2.40
C 2.72 0.01 -2.49
P 1.78 0.21 -0.87
C 2.15 2.03 -0.69
C 3.15 -0.42 0.24
H 5.12 2.36 -2.33
H 3.46 2.49 -2.96
H 3.74 3.37 -0.68
H 4.06 1.83 1.19
H 5.47 1.99 0.12
H 4.89 -1.16 -1.57
H 5.93 0.27 -1.52
H 2.80 -1.05 -2.73
H 2.18 0.50 -3.30
H 1.81 2.37 0.29
H 1.60 2.58 -1.46
H 3.27 -1.50 0.12
H 2.89 -0.23 1.29
F 0.55 0.61 1.70
B 1.18 2.21 3.15
F 1.32 3.14 2.19
F 0.03 2.15 3.80
F 2.26 1.58 3.56
*
```

Here are the Mulliken charges for atoms 1 to 5, given in e: 2.45 -0.89 -0.34 -0.32 -0.88

Record 2
Computed, not measured: a molecular structure, C18H37Br3NO16S3 at a distorted geometry, with the ωB97M-V functional and the def2-TZVPD basis.

Summary:
frontier orbital gap	8.06	eV
ΔE to the lowest compared entry with this formula, charge and spin	0.0	kJ/mol
calculated total energy	-10883.18917	a.u.
lowest unoccupied orbital energy	1.97	eV

```
! wB97M-V def2-TZVPD RIJCOSX def2/J DEFGRID3
* xyz -1 1
N -0.98 0.52 -0.39
O -1.12 0.59 -1.61
O -0.85 -0.61 0.17
O -0.94 1.56 0.33
O -1.16 -4.94 1.29
C -0.04 -4.52 1.36
O 0.84 -4.93 2.30
C 2.11 -4.32 2.13
C 2.10 -3.62 0.78
C 0.62 -3.47 0.49
H 2.98 -4.97 2.20
H 2.28 -3.60 2.93
H 2.58 -4.20 -0.01
H 2.63 -2.67 0.83
H 0.36 -3.54 -0.56
H 0.25 -2.50 0.83
O -1.75 3.33 -3.07
C -1.71 3.86 -2.02
O -2.87 4.08 -1.30
C -2.65 4.93 -0.18
C -1.22 5.42 -0.34
C -0.56 4.37 -1.20
H -2.90 4.44 0.76
H -3.31 5.80 -0.22
H -0.63 5.73 0.53
H -1.29 6.38 -0.88
H -0.18 3.52 -0.63
H 0.29 4.65 -1.82
O 1.38 1.66 -3.67
S 2.48 1.60 -2.76
O 3.84 1.44 -3.25
O 2.34 2.92 -1.85
C 3.49 3.30 -1.07
C 3.28 4.57 -0.28
C 2.24 0.34 -1.44
H 4.31 3.42 -1.78
H 3.69 2.48 -0.37
H 2.42 4.53 0.39
H 3.13 5.43 -0.93
H 4.12 4.71 0.41
H 3.18 0.16 -0.91
H 1.88 -0.58 -1.88
H 1.58 0.86 -0.76
O -2.97 -1.05 -4.19
S -3.74 -2.02 -3.45
O -5.00 -1.71 -2.84
O -3.99 -3.32 -4.40
C -2.92 -3.71 -5.24
C -2.53 -5.16 -5.16
C -2.65 -2.71 -2.19
H -2.03 -3.11 -5.04
H -3.14 -3.42 -6.28
H -1.66 -5.32 -5.79
H -3.36 -5.82 -5.43
H -2.20 -5.45 -4.16
H -2.78 -2.14 -1.28
H -1.64 -2.77 -2.58
H -3.03 -3.73 -2.07
O 2.24 0.23 1.65
S 1.84 -0.42 2.86
O 2.33 -1.75 3.21
O 2.26 0.62 4.09
C 1.95 0.22 5.43
C 2.86 0.98 6.37
C 0.07 -0.41 3.08
H 2.06 -0.86 5.52
H 0.91 0.50 5.62
H 2.88 2.05 6.19
H 3.86 0.55 6.32
H 2.56 0.78 7.40
H -0.38 -1.03 2.31
H -0.10 0.65 2.87
H -0.24 -0.71 4.07
C -3.42 0.42 2.08
Br -4.59 1.94 1.78
Br -4.05 -1.09 1.04
Br -3.21 -0.11 3.94
H -2.43 0.68 1.72
*
```

Here are the Mulliken charges for atoms 1 to 5, given in e: 0.73 -0.66 -0.16 -0.81 -0.62

Record 3
Computed, not measured: a molecular structure, C18H37CeOP3S at a distorted geometry, with the ωB97M-V functional and the def2-TZVPD basis.

Summary:
frontier orbital gap (alpha / beta)	6.71 / 6.75	eV
ΔE to the lowest compared entry with this formula, charge and spin	0.2	kJ/mol
calculated total energy	-2679.63805	a.u.
⟨S²⟩	0.752
lowest unoccupied orbital energy (alpha / beta)	-10.22 / -10.16	eV

```
! wB97M-V def2-TZVPD RIJCOSX def2/J DEFGRID3
* xyz 3 2
Ce 0.89 1.09 1.32
P -1.31 2.12 -0.49
P -1.57 -0.34 2.36
P 0.46 -2.83 -2.52
H 3.87 3.03 -0.83
C 3.80 1.94 -0.86
C 3.00 1.46 -2.05
H 2.03 1.96 -2.15
C -1.74 3.90 -0.36
C -2.99 1.40 -0.62
C -0.80 2.02 -2.25
C -0.89 -1.48 3.62
C -2.86 0.49 3.36
C -2.62 -1.50 1.41
C 0.58 -4.04 -3.84
C -0.99 -1.78 -2.70
C 0.41 -3.69 -0.94
H 4.81 1.52 -0.86
H 3.53 1.54 -3.01
H -0.83 4.49 -0.20
H -2.42 4.07 0.48
H -2.22 4.22 -1.29
H -3.46 1.34 0.37
H -2.94 0.38 -1.04
H -3.62 2.02 -1.27
H 0.26 2.29 -2.35
H -1.40 2.72 -2.84
H -0.92 1.00 -2.64
H -1.68 -2.18 3.94
H -0.54 -0.91 4.49
H -0.05 -2.05 3.21
H -3.59 -0.26 3.70
H -3.37 1.25 2.77
H -2.40 0.97 4.23
H -3.19 -2.12 2.12
H -1.99 -2.15 0.78
H -3.32 -0.96 0.76
H 0.27 -5.03 -3.46
H 1.62 -4.09 -4.18
H -0.06 -3.74 -4.68
H -1.86 -2.39 -3.00
H -0.80 -1.03 -3.48
H -1.21 -1.26 -1.76
H 0.19 -4.75 -1.12
H -0.35 -3.25 -0.28
H 1.40 -3.60 -0.47
C 2.59 -0.01 -0.08
C 2.20 -0.95 0.90
C 2.31 -0.65 2.27
C 2.89 0.59 2.67
C 3.30 1.54 1.76
C 2.97 1.39 0.31
S 2.74 -0.34 -1.83
H 1.62 -1.98 -2.55
H 1.78 -1.90 0.56
H 1.93 -1.35 3.02
H 2.94 0.81 3.75
H 3.70 2.51 2.06
H 2.08 2.16 0.10
O -1.44 3.57 3.11
C -0.77 2.80 2.56
*
```

Here are the Mulliken charges for atoms 1 to 5, given in e: 0.26 0.77 0.87 1.14 0.43

Record 4
Computed, not measured: a gas-phase ion, C18H37N4O11 (charge +1), with the ωB97M-V functional and the def2-TZVPD basis.

Summary:
frontier orbital gap	9.11	eV
structure (SMILES)	N[C@@H]1[C@@H](O)[C@@H](O[C@@H]2[C@@H](O)[C@H](O[C@H]3O[C@H](C[NH3+])[C@@H](O)[C@H](O)[C@H]3O)[C@@H](N)C[C@H]2N)O[C@H](CO)[C@H]1O
ΔE to the lowest compared entry with this formula, charge and spin	40.1	kJ/mol
calculated total energy	-1754.55507	a.u.
lowest unoccupied orbital energy	-2.03	eV

```
! wB97M-V def2-TZVPD RIJCOSX def2/J DEFGRID3
* xyz 1 1
N 1.17 -3.32 -0.96
C 1.66 -2.03 -0.45
C 1.72 -0.97 -1.56
O 0.44 -0.68 -2.06
C 2.35 0.32 -0.98
O 1.34 0.80 -0.15
C 1.45 2.07 0.49
C 0.13 2.16 1.27
O 0.15 3.34 2.03
C -1.07 2.10 0.30
O -1.41 0.72 0.16
C -2.66 0.48 -0.44
O -2.59 -0.72 -1.16
C -2.35 -1.87 -0.37
C -2.28 -3.06 -1.32
N -1.10 -2.93 -2.18
C -3.45 -2.08 0.68
O -3.10 -3.19 1.46
C -3.56 -0.80 1.53
O -4.57 -0.92 2.50
C -3.80 0.40 0.60
O -3.86 1.59 1.33
C -0.77 2.76 -1.06
N -2.02 3.21 -1.66
C 0.27 3.87 -0.86
C 1.63 3.28 -0.45
N 2.50 4.22 0.23
O 3.57 0.10 -0.33
C 3.52 -0.84 0.73
C 4.93 -0.90 1.31
O 4.92 -1.77 2.42
C 3.04 -2.20 0.21
O 2.88 -3.16 1.23
H 1.14 -3.96 -0.16
H 1.84 -3.70 -1.62
H 0.96 -1.68 0.31
H 2.32 -1.33 -2.41
H 0.00 -0.12 -1.39
H 2.60 1.02 -1.79
H 2.30 2.07 1.18
H 0.07 1.28 1.92
H -0.62 3.36 2.61
H -1.91 2.62 0.76
H -2.88 1.27 -1.17
H -1.39 -1.77 0.17
H -3.19 -3.06 -1.93
H -2.23 -3.98 -0.74
H -0.11 -3.15 -1.62
H -0.99 -1.95 -2.47
H -1.17 -3.52 -3.01
H -4.41 -2.25 0.17
H -3.55 -3.12 2.31
H -2.63 -0.65 2.09
H -5.43 -1.04 2.08
H -4.74 0.24 0.04
H -4.37 1.42 2.14
H -0.35 2.00 -1.74
H -2.45 3.93 -1.09
H -1.85 3.60 -2.57
H 0.38 4.44 -1.78
H -0.08 4.55 -0.08
H 2.16 2.95 -1.35
H 2.64 5.05 -0.34
H 2.07 4.51 1.10
H 2.82 -0.50 1.52
H 5.62 -1.27 0.53
H 5.24 0.11 1.60
H 5.78 -1.75 2.86
H 3.76 -2.55 -0.54
H 3.58 -3.02 1.89
*
```

Here are the Mulliken charges for atoms 1 to 5, given in e: -0.32 -0.04 -1.05 -0.74 -0.52

Record 5
Computed, not measured: a molecular structure, C18H37O3P3Pt at a distorted geometry, with the ωB97M-V functional and the def2-TZVPD basis.

Summary:
frontier orbital gap (alpha / beta)	6.21 / 5.48	eV
ΔE to the lowest compared entry with this formula, charge and spin	28.0	kJ/mol
calculated total energy	-2075.40871	a.u.
⟨S²⟩	6.024
lowest unoccupied orbital energy (alpha / beta)	-13.52 / -16.56	eV

```
! wB97M-V def2-TZVPD RIJCOSX def2/J DEFGRID3
* xyz 4 5
P 2.98 -0.89 0.12
C 3.74 -1.12 1.77
H 4.82 -1.19 1.63
H 3.35 -2.03 2.25
H 3.50 -0.25 2.40
C 3.47 -2.37 -0.83
H 3.30 -2.20 -1.90
H 2.85 -3.22 -0.51
H 4.53 -2.58 -0.64
C 4.02 0.42 -0.60
H 5.06 0.08 -0.66
H 3.96 1.32 0.03
H 3.66 0.68 -1.61
P -0.95 2.84 -0.77
C -0.90 3.48 0.92
H -1.43 4.44 0.97
H 0.14 3.61 1.24
H -1.39 2.75 1.58
C 0.04 4.03 -1.75
H 0.03 3.77 -2.81
H 1.07 4.01 -1.38
H -0.37 5.04 -1.61
C -2.66 3.04 -1.34
H -2.90 4.11 -1.44
H -3.33 2.58 -0.60
H -2.80 2.54 -2.30
P -2.35 -2.01 0.22
C -3.02 -2.39 1.84
H -3.66 -3.28 1.75
H -3.62 -1.55 2.20
H -2.20 -2.60 2.54
C -3.62 -1.84 -1.01
H -4.36 -2.64 -0.84
H -3.21 -1.94 -2.02
H -4.11 -0.87 -0.90
C -1.11 -3.23 -0.19
H -1.62 -4.17 -0.42
H -0.45 -3.35 0.68
H -0.51 -2.91 -1.05
Pt -0.24 0.45 -1.24
C 0.97 0.69 0.24
O 1.27 1.18 1.27
C -1.52 -0.32 0.23
O -1.80 0.35 1.22
C -1.34 -0.01 -3.08
C -0.71 -1.27 -2.92
C 0.68 -1.38 -2.98
C 1.47 -0.24 -3.02
C 0.86 1.04 -3.11
C -0.53 1.12 -3.37
H -2.43 0.08 -3.04
H -1.33 -2.16 -2.89
H 1.14 -2.36 -3.01
H 2.55 -0.32 -3.05
H 1.47 1.94 -3.12
H -1.00 2.07 -3.63
C 0.40 -1.53 3.50
O 0.45 -1.96 2.14
H -0.60 -1.13 3.69
H 1.15 -0.75 3.72
H 0.58 -2.39 4.17
H 1.31 -1.71 1.74
*
```

Here are the Mulliken charges for atoms 1 to 5, given in e: 1.03 -1.14 0.53 0.53 0.34

Record 6
Computed, not measured: a molecular structure, C18H38BeCl2N2O10 at a distorted geometry, with the ωB97M-V functional and the def2-TZVPD basis.

Summary:
frontier orbital gap	6.28	eV
ΔE to the lowest compared entry with this formula, charge and spin	65.7	kJ/mol
calculated total energy	-2504.85628	a.u.
lowest unoccupied orbital energy	-3.48	eV

```
! wB97M-V def2-TZVPD RIJCOSX def2/J DEFGRID3
* xyz 0 1
Be 0.81 -0.15 0.23
Cl 2.13 -2.86 2.20
O 3.08 -3.80 1.64
O 0.92 -2.80 1.45
O 1.82 -3.20 3.53
O 2.59 -1.52 2.03
Cl 3.23 2.16 -0.78
O 3.53 3.32 -0.02
O 3.97 2.16 -2.06
O 3.32 0.98 -0.02
O 1.87 1.99 -1.15
C -1.89 -2.10 -3.12
C -1.07 -2.21 -1.83
C -1.09 -3.63 -1.44
C 0.12 -4.43 -2.08
C 1.45 -3.77 -2.11
C 1.38 -2.30 -2.58
N 0.30 -1.57 -1.94
O 0.16 -0.21 -2.21
C 2.71 -1.76 -2.04
C 1.16 -2.34 -4.07
C -1.90 -1.60 -0.61
H -2.95 -2.30 -3.00
H -1.54 -2.81 -3.87
H -1.77 -1.12 -3.59
H -0.98 -3.79 -0.36
H -1.98 -4.21 -1.68
H -0.20 -4.71 -3.09
H 0.10 -5.46 -1.70
H 2.12 -4.32 -2.76
H 1.90 -3.76 -1.12
H 2.82 -1.79 -0.96
H 3.61 -2.29 -2.36
H 2.90 -0.74 -2.39
H 0.42 -3.09 -4.37
H 1.10 -1.42 -4.64
H 1.99 -2.93 -4.46
H -1.36 -1.67 0.33
H -2.83 -2.14 -0.38
H -2.11 -0.55 -0.82
H -0.04 -0.25 -3.15
C 0.73 0.97 3.13
C -0.28 2.07 2.91
C 0.63 3.33 2.77
C -0.25 4.48 2.28
C -0.89 4.13 0.94
C -1.71 2.85 0.98
N -0.94 1.77 1.63
O -1.55 0.49 1.51
C -3.08 3.13 1.59
C -1.83 2.44 -0.54
C -1.19 2.14 4.17
H 1.56 1.09 2.43
H 0.27 -0.01 3.02
H 1.23 1.05 4.10
H 0.98 3.58 3.77
H 1.47 3.18 2.09
H 0.25 5.44 2.40
H -0.99 4.77 3.03
H -0.04 3.91 0.29
H -1.46 4.94 0.49
H -3.66 2.20 1.62
H -2.99 3.47 2.62
H -3.71 3.78 0.99
H -2.60 3.10 -0.94
H -0.93 2.44 -1.14
H -2.30 1.46 -0.66
H -1.81 3.02 4.30
H -0.58 2.01 5.07
H -1.88 1.31 4.29
H -2.25 0.44 2.17
*
```

Here are the Mulliken charges for atoms 1 to 5, given in e: 1.13 1.79 -0.67 -0.70 -0.67